#P
Molecular formula: C43H40N10O4OsS3Si
Method: DFT, the ωB97M-V functional and the def2-TZVPD basis

Geometry as ORCA input:
```
! wB97M-V def2-TZVPD RIJCOSX def2/J DEFGRID3
* xyz 2 1
Os -0.46 -0.74 -0.94
C 3.93 4.51 11.01
O 2.73 4.79 10.30
C 2.50 4.14 9.15
C 1.29 4.44 8.51
C 0.95 3.81 7.34
C 1.81 2.87 6.76
C 3.02 2.59 7.40
C 3.37 3.21 8.58
C 1.42 2.22 5.52
N 0.27 2.41 4.90
C 0.33 1.64 3.78
C 1.53 0.96 3.70
N 2.22 1.35 4.83
C 1.86 0.09 2.63
C 3.03 -0.67 2.50
C 3.18 -1.49 1.41
C 2.19 -1.53 0.43
N 1.08 -0.80 0.51
C 0.90 -0.02 1.60
C -0.35 0.67 1.68
N -1.21 0.48 0.64
C -2.40 1.06 0.69
C -2.80 1.86 1.77
C -1.94 2.07 2.81
C -0.66 1.48 2.77
H 3.89 5.12 11.91
H 4.81 4.78 10.42
H 3.98 3.46 11.29
H 0.64 5.17 8.96
H 0.02 4.03 6.84
H 3.72 1.86 6.99
H 4.31 2.97 9.05
H 3.13 1.04 5.12
H 3.80 -0.63 3.26
H 4.06 -2.11 1.30
H 2.29 -2.17 -0.43
H -3.06 0.93 -0.15
H -3.79 2.29 1.75
H -2.21 2.67 3.67
C -0.03 -5.13 -4.68
Si 0.36 -3.60 -5.67
C 1.63 -3.92 -6.98
C -1.18 -2.84 -6.37
C 1.17 -2.40 -4.42
C 2.48 -1.98 -4.54
C 3.10 -1.20 -3.55
C 2.41 -0.89 -2.41
N 1.13 -1.29 -2.25
C 0.54 -1.97 -3.24
S -1.09 -2.13 -2.78
H -0.51 -5.89 -5.31
H -0.72 -4.90 -3.86
H 0.87 -5.58 -4.26
H 1.23 -4.60 -7.73
H 2.54 -4.38 -6.58
H 1.91 -3.00 -7.50
H -1.63 -3.53 -7.09
H -0.97 -1.91 -6.89
H -1.94 -2.65 -5.60
H 3.04 -2.24 -5.43
H 4.12 -0.86 -3.66
H 2.87 -0.32 -1.62
N 0.53 -5.55 2.11
C -0.59 -4.97 2.64
O -0.92 -5.07 3.79
C -1.38 -4.08 1.71
C -2.75 -3.97 1.90
C -3.46 -3.07 1.13
C -2.77 -2.26 0.25
N -1.44 -2.33 0.10
C -0.77 -3.25 0.80
H 1.03 -6.19 2.70
H 0.64 -5.66 1.11
H -3.25 -4.60 2.63
H -4.53 -2.96 1.22
H -3.29 -1.54 -0.38
H 0.30 -3.31 0.63
N -3.23 3.72 -7.78
C -3.28 3.06 -6.59
C -3.68 3.73 -5.42
C -3.72 3.07 -4.22
C -3.38 1.72 -4.17
C -2.97 1.03 -5.32
C -2.92 1.70 -6.52
S -3.40 0.88 -2.66
O -3.92 1.77 -1.66
O -3.96 -0.44 -2.78
N -1.79 0.56 -2.38
C -0.86 1.52 -2.24
S -0.75 3.19 -2.63
C 0.83 3.24 -1.90
C 1.19 2.04 -1.44
N 0.23 1.06 -1.66
H -3.55 4.67 -7.85
H -3.04 3.23 -8.63
H -3.96 4.78 -5.48
H -4.04 3.57 -3.32
H -2.71 -0.02 -5.26
H -2.63 1.18 -7.42
H 1.39 4.16 -1.88
H 2.12 1.79 -0.96
*
```

The calculation puts the orbital gap at 5.62 eV. Its HOMO energy is -11.8363 eV.



#Q
Molecular formula: C43H40N10O4OsS3Si
Method: DFT, the ωB97M-V functional and the def2-TZVPD basis

Geometry as ORCA input:
```
! wB97M-V def2-TZVPD RIJCOSX def2/J DEFGRID3
* xyz 2 1
Os 0.19 0.44 -0.41
C -1.37 8.57 10.46
O -2.32 8.21 9.45
C -1.95 7.35 8.49
C -2.92 7.06 7.53
C -2.65 6.19 6.51
C -1.39 5.57 6.42
C -0.43 5.87 7.38
C -0.70 6.75 8.40
C -1.15 4.63 5.33
N -2.00 4.37 4.35
C -1.38 3.46 3.55
C -0.13 3.14 4.04
N 0.00 3.90 5.18
C 0.73 2.20 3.41
C 1.97 1.73 3.91
C 2.67 0.80 3.19
C 2.18 0.37 1.96
N 1.03 0.81 1.46
C 0.28 1.68 2.19
C -1.01 2.01 1.67
N -1.39 1.41 0.49
C -2.62 1.61 0.02
C -3.54 2.41 0.68
C -3.17 3.06 1.84
C -1.88 2.85 2.36
H -1.88 9.27 11.10
H -0.49 9.04 10.02
H -1.08 7.69 11.04
H -3.89 7.54 7.61
H -3.39 5.96 5.75
H 0.55 5.42 7.33
H 0.06 6.96 9.14
H 0.79 3.92 5.80
H 2.35 2.10 4.85
H 3.60 0.40 3.56
H 2.73 -0.35 1.36
H -2.88 1.10 -0.90
H -4.53 2.52 0.27
H -3.85 3.71 2.37
C -1.90 -4.81 -1.80
Si -0.81 -5.15 -0.33
C -1.47 -6.61 0.62
C 0.98 -5.42 -0.78
C -0.93 -3.61 0.80
C -1.51 -3.66 2.07
C -1.64 -2.52 2.86
C -1.24 -1.32 2.34
N -0.67 -1.24 1.13
C -0.49 -2.34 0.42
S 0.39 -1.96 -1.02
H -1.93 -5.69 -2.45
H -1.54 -3.97 -2.40
H -2.93 -4.60 -1.49
H -1.42 -7.50 -0.03
H -2.52 -6.48 0.91
H -0.88 -6.84 1.51
H 1.09 -6.35 -1.34
H 1.61 -5.49 0.11
H 1.38 -4.61 -1.40
H -1.87 -4.62 2.44
H -2.06 -2.57 3.86
H -1.35 -0.39 2.89
N 4.97 3.80 -0.79
C 5.26 2.50 -0.60
O 6.17 2.08 0.09
C 4.31 1.51 -1.27
C 4.74 0.66 -2.27
C 3.83 -0.24 -2.81
C 2.56 -0.31 -2.31
N 2.14 0.49 -1.31
C 3.00 1.41 -0.82
H 5.62 4.49 -0.47
H 4.26 4.06 -1.46
H 5.76 0.70 -2.61
H 4.13 -0.91 -3.61
H 1.85 -1.03 -2.70
H 2.65 2.07 -0.05
N -0.97 7.57 1.97
C -0.56 6.71 0.99
C -1.44 5.75 0.46
C -1.02 4.87 -0.51
C 0.30 4.92 -0.95
C 1.19 5.86 -0.44
C 0.76 6.75 0.52
S 0.86 3.83 -2.20
O 2.28 3.67 -2.04
O 0.38 4.21 -3.49
N 0.15 2.41 -1.78
C -0.54 1.68 -2.67
S -1.23 1.98 -4.23
C -1.95 0.39 -4.17
C -1.62 -0.24 -3.04
N -0.81 0.51 -2.21
H -1.94 7.62 2.23
H -0.37 8.31 2.27
H -2.46 5.72 0.82
H -1.70 4.15 -0.93
H 2.21 5.89 -0.81
H 1.44 7.50 0.91
H -2.56 0.02 -4.97
H -1.93 -1.24 -2.75
*
```

The calculation puts the orbital gap at 5.30 eV. Its HOMO energy is -12.0901 eV.



Which structure is the most stable? The one labeled #P.



#P
Molecular formula: C4H4
Method: DFT, the ωB97M-V functional and the def2-TZVPD basis

Geometry as ORCA input:
```
! wB97M-V def2-TZVPD RIJCOSX def2/J DEFGRID3
* xyz 0 1
C -2.88 0.64 0.10
C -2.07 -0.26 -0.08
C 0.89 -0.65 -0.31
C 1.66 0.36 0.02
H 0.15 -1.12 0.39
H 1.55 0.43 1.06
H 1.85 1.04 -0.76
H -1.14 -0.44 -0.42
*
```

The calculation puts the orbital gap (spin up / spin down) at 9.95 / 6.47 eV. Its HOMO energy (spin up / spin down) is -10.6454 / -9.5763 eV.



#Q
Molecular formula: C4H4
Method: DFT, the ωB97M-V functional and the def2-TZVPD basis

Geometry as ORCA input:
```
! wB97M-V def2-TZVPD RIJCOSX def2/J DEFGRID3
* xyz 0 1
C 1.71 0.37 -0.06
C 1.70 1.55 0.10
C -1.16 -0.87 0.10
C -2.30 -1.08 -0.11
H 1.87 -0.61 -0.50
H 1.88 2.56 0.29
H -0.11 -0.55 0.18
H -3.37 -1.22 -0.17
*
```

The calculation puts the orbital gap at 11.76 eV. Its HOMO energy is -10.6108 eV. As for the structure (SMILES): C#C.C#C.



Which structure is the most stable? The one labeled #Q.



#P
Molecular formula: C2H4N3
Method: DFT, the ωB97M-V functional and the def2-TZVPD basis

Geometry as ORCA input:
```
! wB97M-V def2-TZVPD RIJCOSX def2/J DEFGRID3
* xyz 1 1
C -0.95 1.40 -0.53
C 0.60 -1.18 -0.01
N -1.45 2.22 -1.15
N -0.79 -0.73 0.14
N -0.23 -0.93 1.20
H 1.01 -2.18 -0.15
H 1.36 -0.32 -0.21
H -1.62 2.85 -1.87
H -0.22 -1.00 2.20
*
```

The calculation puts the orbital gap at 9.96 eV. Its HOMO energy is -15.9637 eV.



#Q
Molecular formula: C2H4N3
Method: DFT, the ωB97M-V functional and the def2-TZVPD basis

Geometry as ORCA input:
```
! wB97M-V def2-TZVPD RIJCOSX def2/J DEFGRID3
* xyz 1 1
C 0.25 -0.24 -0.16
C -1.13 -0.42 0.01
N 1.42 -0.96 -0.07
N 1.89 0.18 0.40
N 1.08 1.04 -0.15
H -1.80 0.56 -0.27
H -1.40 -1.07 0.86
H -1.45 -1.08 -0.80
H 1.14 1.99 0.18
*
```

The calculation puts the orbital gap at 9.26 eV. Its HOMO energy is -16.7956 eV. As for the structure (SMILES): C[C@]12N=[N+]1N2.



Which structure is the most stable? The one labeled #P.



#P
Molecular formula: C3H16N2O3
Method: DFT, the ωB97M-V functional and the def2-TZVPD basis

Geometry as ORCA input:
```
! wB97M-V def2-TZVPD RIJCOSX def2/J DEFGRID3
* xyz 0 1
N 0.21 -1.68 -0.89
C 0.94 -0.69 -0.06
C 2.22 -1.20 0.55
C 1.01 0.54 -0.94
N -0.27 1.00 -1.47
H 0.72 -1.81 -1.76
H 0.17 -2.58 -0.42
H 0.26 -0.54 0.77
H 2.85 -0.55 1.18
H 1.95 -1.87 1.39
H 2.88 -1.77 -0.11
H 1.55 0.26 -1.86
H 1.60 1.34 -0.49
H -0.53 1.94 -1.24
H -1.05 0.46 -1.14
H -2.36 -0.90 -1.55
H -3.40 -1.98 -1.76
O -3.26 -1.14 -1.31
H 1.38 2.29 1.55
H 0.41 1.41 2.38
O 1.20 1.95 2.44
H -1.86 0.26 1.23
H -2.07 1.72 1.50
O -1.37 1.07 1.41
*
```

The calculation puts the orbital gap at 9.57 eV. Its HOMO energy is -9.0269 eV. As for the structure (SMILES): C[C@H](N)CN.O.O.O.



#Q
Molecular formula: C3H16N2O3
Method: DFT, the ωB97M-V functional and the def2-TZVPD basis

Geometry as ORCA input:
```
! wB97M-V def2-TZVPD RIJCOSX def2/J DEFGRID3
* xyz 0 1
C -0.81 -0.95 1.15
C -1.12 0.36 0.47
C -2.55 0.92 0.73
N -3.61 0.05 0.17
N 0.32 -1.71 0.62
H -0.67 -0.75 2.24
H -1.68 -1.58 1.14
H -0.48 1.22 0.70
H -1.29 0.26 -0.58
H -2.54 1.89 0.25
H -2.74 1.12 1.80
H -3.18 -0.49 -0.56
H -3.90 -0.67 0.83
H 1.21 -1.45 1.02
H 0.30 -2.07 -0.31
H 3.64 0.08 -0.31
H 2.50 1.28 -0.48
O 3.23 0.90 0.02
H -1.13 -0.34 -6.13
H -1.15 -0.93 -4.78
O -0.58 -0.88 -5.55
H 4.17 0.37 2.84
H 3.36 1.63 2.47
O 4.00 1.28 3.09
*
```

The calculation puts the orbital gap at 9.20 eV. Its HOMO energy is -8.9294 eV. As for the structure (SMILES): NCCCN.O.O.O.



Which structure is the most stable? The one labeled #P.



#P
Molecular formula: C2H5OPS
Method: DFT, the ωB97M-V functional and the def2-TZVPD basis

Geometry as ORCA input:
```
! wB97M-V def2-TZVPD RIJCOSX def2/J DEFGRID3
* xyz 0 1
C -1.11 0.17 0.31
C 1.65 -0.12 0.14
O 2.90 -0.58 0.01
P 0.27 -1.10 0.06
S -2.81 -0.47 0.02
H -1.12 0.49 1.35
H -0.96 1.04 -0.34
H 1.62 0.96 0.28
H 2.90 -1.54 -0.11
H -2.60 -0.87 -1.24
*
```

The calculation puts the orbital gap at 9.24 eV. Its HOMO energy is -8.6755 eV. As for the structure (SMILES): O/C=P/CS.



#Q
Molecular formula: C2H5OPS
Method: DFT, the ωB97M-V functional and the def2-TZVPD basis

Geometry as ORCA input:
```
! wB97M-V def2-TZVPD RIJCOSX def2/J DEFGRID3
* xyz 0 1
C 1.31 0.60 0.01
C -0.82 -0.39 0.35
O -2.04 -0.90 -0.06
P 0.81 -1.23 -0.20
S -0.40 1.29 -0.16
H 1.66 0.92 0.93
H 1.71 1.17 -0.82
H -0.71 -0.26 1.93
H -2.55 -0.16 -0.38
H 1.04 -1.03 -1.61
*
```

The calculation puts the orbital gap at 8.62 eV. Its HOMO energy is -8.5207 eV.



#R
Molecular formula: C2H5OPS
Method: DFT, the ωB97M-V functional and the def2-TZVPD basis

Geometry as ORCA input:
```
! wB97M-V def2-TZVPD RIJCOSX def2/J DEFGRID3
* xyz 0 1
C -1.97 -0.78 0.17
C 0.99 0.44 0.36
O 1.91 1.36 -0.11
P -0.44 -0.26 -0.43
S 1.25 -1.49 -0.14
H -2.67 0.01 0.33
H -1.61 -1.19 1.17
H 0.98 0.54 1.48
H 1.74 1.34 -1.11
H -0.19 0.04 -1.73
*
```

The calculation puts the orbital gap at 8.78 eV. Its HOMO energy is -8.3459 eV. As for the structure (SMILES): C=[P@@H]1S[C@H]1O.



Which structure is the most stable? The one labeled #P.



#P
Molecular formula: C3H8NOP
Method: DFT, the ωB97M-V functional and the def2-TZVPD basis

Geometry as ORCA input:
```
! wB97M-V def2-TZVPD RIJCOSX def2/J DEFGRID3
* xyz 0 1
C 1.79 -0.52 -0.42
C 1.49 1.74 0.00
C -2.03 -1.52 0.22
N 1.02 0.47 -0.46
O -2.90 0.97 0.65
P -2.63 0.11 -0.50
H 2.82 -0.48 -0.05
H 1.44 -1.48 -0.78
H 0.85 2.06 0.82
H 2.54 1.72 0.33
H 1.38 2.45 -0.82
H -1.08 -1.79 -0.23
H -1.93 -1.44 1.30
H -2.75 -2.30 -0.04
*
```

The calculation puts the orbital gap at 9.01 eV. Its HOMO energy is -9.0687 eV. As for the structure (SMILES): C=NC.CP=O.



#Q
Molecular formula: C3H8NOP
Method: DFT, the ωB97M-V functional and the def2-TZVPD basis

Geometry as ORCA input:
```
! wB97M-V def2-TZVPD RIJCOSX def2/J DEFGRID3
* xyz 0 1
C 0.77 -0.23 -1.30
C 0.50 -0.60 1.13
C 0.59 0.51 0.04
N -0.57 1.44 0.06
O -3.23 -1.18 0.25
P -2.96 0.21 0.07
H -0.18 -0.72 -1.57
H 0.93 0.57 -2.14
H 1.65 -0.91 -1.27
H 0.33 -0.13 2.17
H 1.53 -1.11 1.09
H -0.38 -1.42 0.96
H 1.53 1.20 0.13
H -0.50 2.39 0.39
*
```

The calculation puts the orbital gap (spin up / spin down) at 9.51 / 5.85 eV. Its HOMO energy (spin up / spin down) is -9.7661 / -7.0246 eV.



Which structure is the most stable? The one labeled #P.



#P
Molecular formula: C34H34IN7OSr
Method: DFT, the ωB97M-V functional and the def2-TZVPD basis

Geometry as ORCA input:
```
! wB97M-V def2-TZVPD RIJCOSX def2/J DEFGRID3
* xyz 0 1
Sr -0.58 -0.17 -1.10
C 0.10 -2.43 -0.76
C -1.46 -2.47 -1.26
C -2.45 -1.89 -0.17
C -2.75 -2.63 0.95
C -3.58 -2.05 1.91
C -4.06 -0.77 1.70
C -3.69 -0.10 0.54
N -2.92 -0.65 -0.40
N 1.00 -1.72 -1.80
C 0.92 -2.39 -3.13
C 0.27 -1.56 -4.25
C 0.88 -1.54 -5.49
C 0.21 -0.92 -6.54
C -1.03 -0.34 -6.29
C -1.53 -0.36 -4.99
N -0.89 -0.95 -3.98
C 2.42 -1.50 -1.28
C 2.52 -1.17 0.21
C 2.67 -2.20 1.13
C 2.76 -1.88 2.48
C 2.71 -0.55 2.84
C 2.59 0.40 1.85
N 2.50 0.12 0.55
H 0.13 -1.86 0.21
H 0.47 -3.43 -0.55
H -1.56 -1.91 -2.22
H -1.76 -3.49 -1.48
H -2.34 -3.62 1.11
H -3.83 -2.58 2.82
H -4.70 -0.27 2.42
H -4.04 0.90 0.31
H 1.92 -2.70 -3.43
H 0.33 -3.31 -3.03
H 1.85 -2.00 -5.64
H 0.64 -0.88 -7.53
H -1.59 0.15 -7.07
H -2.46 0.14 -4.74
H 2.99 -2.42 -1.46
H 2.86 -0.68 -1.84
H 2.72 -3.23 0.80
H 2.86 -2.66 3.23
H 2.76 -0.25 3.88
H 2.58 1.46 2.11
C 1.07 3.68 1.90
C 0.39 3.24 0.63
N -0.70 2.23 0.64
N -1.07 1.84 1.98
C -0.88 0.57 2.15
O -0.45 -0.27 1.28
C -1.15 0.04 3.53
C -0.77 -1.26 3.85
C -1.01 -1.77 5.12
C -1.64 -1.00 6.07
C -2.04 0.30 5.76
C -1.79 0.81 4.50
C 1.27 3.13 -0.59
C 2.29 4.06 -0.78
C 3.09 3.97 -1.90
C 2.84 2.97 -2.83
C 1.79 2.12 -2.58
N 1.02 2.18 -1.49
H 0.70 3.10 2.75
H 0.86 4.73 2.13
H 2.15 3.57 1.84
H -0.28 -1.85 3.08
H -0.70 -2.78 5.36
H -1.83 -1.40 7.06
H -2.54 0.91 6.50
H -2.09 1.82 4.24
H 2.45 4.84 -0.05
H 3.90 4.68 -2.05
H 3.43 2.86 -3.73
H 1.52 1.35 -3.30
I -2.28 2.14 -2.71
C -1.05 3.62 0.41
H -1.40 3.83 -0.59
H -1.54 4.12 1.23
*
```

The calculation puts the orbital gap at 6.84 eV. Its HOMO energy is -6.7713 eV.



#Q
Molecular formula: C34H34IN7OSr
Method: DFT, the ωB97M-V functional and the def2-TZVPD basis

Geometry as ORCA input:
```
! wB97M-V def2-TZVPD RIJCOSX def2/J DEFGRID3
* xyz 0 1
Sr -0.29 0.10 0.35
C -1.14 -0.81 3.12
C -0.83 -2.27 2.81
C 0.41 -2.61 2.03
C 0.94 -3.89 2.21
C 2.03 -4.29 1.45
C 2.57 -3.39 0.54
C 2.00 -2.13 0.45
N 0.95 -1.76 1.18
N -1.70 0.00 2.06
C -2.87 -0.54 1.43
C -2.67 -1.66 0.45
C -3.76 -2.43 0.06
C -3.57 -3.42 -0.88
C -2.29 -3.62 -1.40
C -1.28 -2.81 -0.95
N -1.47 -1.86 -0.05
C -2.00 1.32 2.58
C -1.99 2.40 1.54
C -2.75 3.56 1.70
C -2.62 4.57 0.76
C -1.75 4.39 -0.31
C -1.07 3.19 -0.40
N -1.18 2.23 0.51
H -0.22 -0.34 3.46
H -1.83 -0.82 3.99
H -1.69 -2.74 2.32
H -0.73 -2.77 3.78
H 0.51 -4.56 2.93
H 2.45 -5.27 1.58
H 3.41 -3.66 -0.08
H 2.37 -1.38 -0.24
H -3.34 0.27 0.86
H -3.61 -0.86 2.19
H -4.73 -2.24 0.49
H -4.40 -4.01 -1.22
H -2.10 -4.38 -2.14
H -0.27 -2.89 -1.32
H -1.23 1.59 3.31
H -2.96 1.33 3.13
H -3.42 3.66 2.54
H -3.18 5.49 0.87
H -1.63 5.15 -1.06
H -0.40 2.96 -1.22
C 2.92 2.58 -2.03
C 2.28 1.93 -0.83
N 1.51 0.85 -0.96
N 1.42 0.32 -2.23
C 0.24 -0.14 -2.52
O -0.79 0.01 -1.76
C 0.11 -0.90 -3.79
C -1.11 -1.51 -4.10
C -1.25 -2.27 -5.25
C -0.18 -2.40 -6.12
C 1.03 -1.79 -5.83
C 1.18 -1.06 -4.67
C 2.47 2.47 0.44
C 3.10 3.70 0.71
C 2.99 4.30 1.93
C 2.08 3.74 2.87
C 1.51 2.54 2.63
N 1.97 1.68 1.57
H 2.71 1.96 -2.90
H 4.00 2.66 -1.90
H 2.52 3.58 -2.19
H -1.94 -1.38 -3.42
H -2.19 -2.76 -5.46
H -0.29 -2.99 -7.03
H 1.86 -1.90 -6.51
H 2.12 -0.59 -4.43
H 3.63 4.20 -0.09
H 3.48 5.24 2.16
H 1.77 4.32 3.73
H 0.75 2.13 3.27
I 2.80 -0.31 3.72
C 3.16 0.98 2.00
H 3.55 0.34 1.21
H 3.93 1.66 2.37
*
```

The calculation puts the orbital gap at 5.20 eV. Its HOMO energy is -5.0985 eV.



Which structure is the most stable? The one labeled #P.